(1)
C16H30BrN3OPS | ωB97M-V/def2-TZVPD

The geometry in ORCA input format:
```
! RIJCOSX wB97M-V def2-TZVPD def2/J DEFGRID3
* xyz -1 1
C 3.70679 -3.39207 2.10741
O 2.55702 -3.57020 1.15895
C 2.14474 -2.16929 0.83096
P 0.31002 -1.99960 0.32439
Br 0.11927 -0.13530 1.61138
C -1.52950 -2.00164 -0.19717
C -2.29577 -0.56338 -0.12031
C -3.67613 -0.73754 -1.05294
C -4.48565 0.69413 -0.88712
C -5.91951 0.57310 -0.09941
N -5.80548 0.74800 1.42286
C 0.70053 -1.02880 -1.27710
C 1.49133 0.38399 -1.07292
C 2.27622 0.85849 -2.47384
C 2.92314 2.39418 -2.32326
N 2.74273 2.98515 -0.94139
C 3.81931 2.71543 0.13110
C 3.23612 3.46593 1.46692
C 1.81303 4.16810 1.04479
C 1.52880 3.85042 -0.54550
N -0.14709 -3.05219 1.68843
C 0.11437 -2.42555 2.91389
S 0.93663 -2.27296 4.43296
H 4.34719 -2.41985 1.84803
H 4.42204 -4.34813 2.10291
H 3.36225 -3.26052 3.21809
H 2.41704 -1.41696 1.69961
H 2.82311 -1.86361 -0.09432
H 0.48707 -3.22579 -0.46730
H -1.61376 -2.41862 -1.30934
H -2.09512 -2.79732 0.47568
H -2.72707 -0.29015 0.95911
H -1.72116 0.34040 -0.62040
H -4.32010 -1.54871 -0.48361
H -3.41567 -1.02012 -2.15764
H -4.65382 1.18771 -1.93479
H -3.82180 1.45180 -0.25015
H -6.45786 -0.42014 -0.40431
H -6.58617 1.48688 -0.46229
H -5.96234 -0.17495 1.89508
H -6.62700 1.33865 1.74957
H -0.24006 -0.84970 -1.98124
H 1.42263 -1.73113 -1.91851
H 2.32047 0.39347 -0.24895
H 0.66008 1.22764 -0.92257
H 1.46792 0.89308 -3.33784
H 3.15297 0.10871 -2.66939
H 2.45097 3.10011 -3.16053
H 4.07398 2.28947 -2.60164
H 4.77782 2.07017 -0.05890
H 3.79562 3.43848 2.50968
H 1.07956 4.78527 1.72076
H 0.62031 4.18550 -1.23788
*
```

The calculation puts the largest force on an atom at 11.1 eV/A. As for the LUMO energy: 0.10503 hartree. For the HOMO energy, the calculation gives -4.69 eV. The total energy comes out at -113750.05346 eV.

---

(2)
C16H30BrN4O10 | ωB97M-V/def2-TZVPD

The geometry in ORCA input format:
```
! RIJCOSX wB97M-V def2-TZVPD def2/J DEFGRID3
* xyz -1 1
C -4.21869 -1.02996 -4.48152
C -3.14598 0.01168 -3.88340
C -1.81412 -0.73573 -3.32289
Br -0.95060 -1.59764 -4.92576
O -0.95813 0.31792 -2.83187
C -0.20188 -0.13798 -1.68098
O 0.66105 -1.03779 -1.92500
N -0.43451 0.48936 -0.40159
C -0.24606 -0.41386 0.75871
C -1.56825 -0.78770 1.57566
C -1.28958 -1.81239 2.81221
C -0.72460 -3.24035 2.33470
N -1.69004 -4.07408 1.56529
C -1.28170 -4.36904 0.18757
N -2.24834 -4.72549 -0.67008
N 0.08496 -4.37139 -0.34272
C -1.66521 1.31531 -0.34476
O -2.83627 0.96366 -0.69718
O -1.52242 2.59497 0.20572
H -4.47347 -1.78737 -3.66015
H -3.84063 -1.54097 -5.42860
H -5.15916 -0.43109 -4.76603
H -2.77129 0.74031 -4.70033
H -3.64695 0.64670 -3.07695
H -2.04264 -1.47380 -2.48393
H 0.29720 -1.39719 0.52703
H 0.44715 0.14478 1.50332
H -2.08744 0.12074 2.07154
H -2.37157 -1.27398 0.91004
H -2.24684 -2.00323 3.42063
H -0.54909 -1.31256 3.54814
H -0.48885 -3.82717 3.30903
H 0.28504 -3.05692 1.83820
H -2.57538 -3.53812 1.47910
H -3.16439 -4.72603 -0.16859
H 0.15949 -4.88511 -1.23199
H 0.30423 -3.37962 -0.57037
C 3.42601 -1.14122 -1.11945
O 4.33875 -1.07334 -0.01953
C 4.20672 -2.07065 0.86732
O 3.41046 -2.97641 0.80496
O 5.11768 -1.88613 1.84165
C 5.09049 -2.88112 2.86163
H 3.62221 -0.28816 -1.77007
H 3.58307 -2.05702 -1.69430
H 2.39641 -1.07722 -0.77000
H 5.31220 -3.86654 2.44513
H 4.12378 -2.88542 3.37053
H 5.86311 -2.63280 3.59063
C -1.15417 5.45912 1.38786
O -0.30620 6.20492 0.51111
C 0.79050 6.70425 1.09733
O 1.09849 6.57549 2.25878
O 1.49232 7.37714 0.16489
C 2.69429 7.96627 0.65199
H -2.00603 5.10391 0.80805
H -0.62668 4.59196 1.78882
H -1.52633 6.09477 2.19590
H 3.37640 7.19864 1.02498
H 2.47586 8.70062 1.43102
H 3.17561 8.48006 -0.18139
*
```

The calculation puts the largest force on an atom at 8.2 eV/A. As for the LUMO energy: 0.09236 hartree. For the HOMO energy, the calculation gives -5.02 eV. The total energy comes out at -113556.03742 eV.

---

(3)
C16H30FN2O7S2 | ωB97M-V/def2-TZVPD

The geometry in ORCA input format:
```
! RIJCOSX wB97M-V def2-TZVPD def2/J DEFGRID3
* xyz -1 1
C 2.36378 -1.45047 1.83448
C 2.02061 -0.64530 1.00992
N 1.67706 0.23720 0.02488
C 2.04616 1.60058 0.44607
O 1.45756 1.94336 1.69428
O 0.68595 3.13539 1.49070
C 0.22524 0.10627 -0.28086
F -0.50272 -0.00838 0.91100
C -0.01963 -1.18297 -1.06998
C -1.34934 -1.21322 -1.81530
C -2.56310 -0.95249 -0.92040
C -3.86841 -1.28949 -1.65075
N -5.06658 -0.56984 -1.19706
C -5.42827 -0.85836 0.18983
C -5.02099 0.81884 -1.53597
C -4.46633 1.83439 -0.56275
O -5.41018 1.17381 -2.62565
C -0.27169 1.36168 -1.07203
O 0.18645 1.47680 -2.21426
O -1.08584 2.10134 -0.45663
H 2.61461 -1.95820 2.73738
H 1.75873 2.32981 -0.30401
H 3.12198 1.64486 0.57666
H -0.20306 2.76645 1.33102
H 0.78516 -1.23382 -1.80818
H 0.09976 -2.05922 -0.42955
H -1.35721 -0.51937 -2.65729
H -1.46725 -2.22009 -2.24188
H -2.47326 -1.55233 -0.00966
H -2.54917 0.09002 -0.60721
H -4.05245 -2.36748 -1.59087
H -3.73745 -1.07454 -2.71557
H -5.88116 0.01506 0.65456
H -6.18541 -1.64894 0.19537
H -4.58812 -1.20637 0.79635
H -3.43942 2.05823 -0.87556
H -5.04792 2.75285 -0.63363
H -4.42216 1.47995 0.46394
C 4.99681 5.69128 0.10792
S 5.00808 4.41603 1.37574
O 4.28448 3.25146 0.81142
C 3.84293 5.22684 2.47573
H 5.62817 5.34902 -0.70928
H 3.97683 5.83477 -0.24828
H 5.39707 6.61798 0.52053
H 2.90489 5.39275 1.94602
H 4.26829 6.16808 2.82687
H 3.67040 4.55972 3.31732
C 1.69695 -6.19088 -0.99375
S 0.74280 -5.50297 0.36782
O 0.53103 -4.07175 0.05850
C 2.07193 -5.57030 1.57749
H 1.05880 -6.18910 -1.87484
H 2.57296 -5.56706 -1.17088
H 1.99142 -7.21305 -0.75330
H 2.91833 -4.98689 1.21535
H 2.35807 -6.60897 1.74802
H 1.69541 -5.13433 2.50022
*
```

The calculation puts the largest force on an atom at 1.7 eV/A. As for the LUMO energy: 0.08082 hartree. For the HOMO energy, the calculation gives -5.01 eV. The total energy comes out at -58774.51154 eV.

---

(4)
C16H30FNO11S3 | ωB97M-V/def2-TZVPD

The geometry in ORCA input format:
```
! RIJCOSX wB97M-V def2-TZVPD def2/J DEFGRID3
* xyz 0 1
O -0.36119 -1.81902 2.28067
C -0.90846 -2.79469 1.89301
O -0.99251 -3.16082 0.59925
C -1.68995 -4.40062 0.50120
C -2.37835 -4.48723 1.86252
F -2.42528 -5.75106 2.33301
O -1.56802 -3.68716 2.68704
H -2.39045 -4.38383 -0.32630
H -0.96633 -5.21006 0.39934
H -3.39561 -4.08758 1.85552
C 2.08650 0.85284 1.64984
N 1.02731 1.83856 1.30700
O 1.25623 2.65486 0.43619
O -0.00990 1.76848 1.92618
H 1.70290 -0.12790 1.38389
H 2.32418 0.92925 2.70572
H 2.97072 1.08810 1.06919
O 4.76148 0.08816 -3.48752
S 3.85857 1.20930 -3.41955
O 2.55224 1.15902 -4.01737
C 3.78633 1.79629 -1.72115
C 4.79634 2.93898 -1.65386
C 4.66322 3.70964 -2.97471
C 4.73405 2.65517 -4.06154
H 3.93308 0.94899 -1.06095
H 2.77376 2.18465 -1.59989
H 4.54871 3.56345 -0.79538
H 5.81336 2.56072 -1.54154
H 5.46975 4.43461 -3.08770
H 3.73139 4.27815 -3.00435
H 5.76612 2.31431 -4.16586
H 4.35540 2.88030 -5.05524
O -2.68414 1.32973 5.91416
S -2.94945 0.20291 5.06466
O -2.45199 -1.09803 5.41957
C -4.71538 0.06833 4.75417
C -4.93294 0.54348 3.31970
C -3.67053 0.16181 2.54298
C -2.49021 0.61281 3.38323
H -5.24668 0.60182 5.53654
H -4.93904 -0.99671 4.82646
H -5.80178 0.04175 2.89814
H -5.06218 1.62560 3.28792
H -3.66463 0.66413 1.57468
H -3.64821 -0.91656 2.36244
H -2.39346 1.69546 3.33228
H -1.54004 0.13187 3.17130
O 0.93751 -2.73535 -1.53805
S 0.80070 -1.35051 -1.89216
O 1.76950 -0.39880 -1.40535
C 0.53746 -1.21080 -3.68450
C -0.79199 -0.51799 -3.87961
C -1.05547 0.27819 -2.58982
C -0.79769 -0.68286 -1.44997
H 0.53934 -2.25508 -4.00117
H 1.43929 -0.76923 -4.09904
H -0.80733 0.16657 -4.72773
H -1.58845 -1.24705 -4.04242
H -2.02208 0.77646 -2.53936
H -0.30347 1.07640 -2.56239
H -1.51160 -1.50931 -1.43429
H -0.78067 -0.23288 -0.45906
*
```

The structure (SMILES) is O=C1OC[C@@H](F)O1.C[N+](=O)[O-].O=S1(=O)CCCC1.O=S1(=O)CCCC1.O=S1(=O)CCCC1. The calculation puts the largest force on an atom at 1.4 eV/A. As for the LUMO energy: 0.00732 hartree. For the HOMO energy, the calculation gives -10.10 eV. The total energy comes out at -76310.89593 eV.

---

The lowest HOMO belongs to which entry? C16H30FNO11S3